Record 1
Entry from the Open Molecules 2025 dataset: an isolated molecule of CH2N2O3 in a non-equilibrium geometry (ωB97M-V with the def2-TZVPD basis set).

The relative energy (zero: lowest compared OMol25 entry of this formula, charge and spin) comes out at 402.2 kJ/mol. For the HOMO-LUMO gap, the calculation gives 0.3299 Eh. The structure (SMILES) is O=NC[N+](=O)[O-].

Cartesian coordinates (Å):
O: 0.0671 -1.3781 -1.4622
O: -0.4719 1.9467 0.1602
O: -1.4444 -0.0581 -0.6749
N: 0.5153 1.3899 0.4853
N: -0.3797 -0.6251 -0.6199
C: 0.4449 -0.2277 0.5098
H: 1.4214 -0.5783 0.1989
H: -0.1526 -0.4694 1.4029

Record 2
Entry from the Open Molecules 2025 dataset: an isolated molecule of CH2N2O3 in a non-equilibrium geometry (ωB97M-V with the def2-TZVPD basis set).

The relative energy (zero: lowest compared OMol25 entry of this formula, charge and spin) comes out at 4.0 kJ/mol. For the HOMO-LUMO gap, the calculation gives 0.3684 Eh. The structure (SMILES) is O=NNC(=O)O.

Cartesian coordinates (Å):
O: 0.6171 -1.4096 -0.8745
O: -0.8101 2.5276 0.4242
O: 0.4114 -0.9927 1.3285
N: -0.3456 0.4979 -0.1832
N: -0.8914 1.3456 0.7297
C: 0.2402 -0.6549 0.1634
H: 1.0101 -2.1778 -0.4627
H: -0.2316 0.8639 -1.1254

Record 3
Entry from the Open Molecules 2025 dataset: a cluster of 2 separate species, CH2N2O3S in total in a non-equilibrium geometry (ωB97M-V with the def2-TZVPD basis set).

The relative energy (zero: lowest compared OMol25 entry of this formula, charge and spin) comes out at 210.2 kJ/mol. For the HOMO-LUMO gap, the calculation gives 0.3756 Eh.

Cartesian coordinates (Å):
S: -1.8574 -0.0979 -0.0051
O: 0.9145 -2.2525 -0.0490
O: -0.0190 1.2708 -1.1452
O: -1.5622 0.3726 1.3396
N: 1.4202 -0.2224 1.0021
N: -1.1038 0.3652 -1.2362
C: 1.1062 -1.2425 0.4823
H: -0.0088 1.4417 -2.0226
H: 1.1104 0.3649 1.6341

Record 4
Entry from the Open Molecules 2025 dataset: an isolated molecule of CH2N2O3S in a non-equilibrium geometry (ωB97M-V with the def2-TZVPD basis set).

The relative energy (zero: lowest compared OMol25 entry of this formula, charge and spin) comes out at 385.8 kJ/mol. For the HOMO-LUMO gap (alpha / beta), the calculation gives 0.2618 / 0.3116 Eh. The structure (SMILES) is O=S(=O)=N/C=[NH+]\[O-].

Cartesian coordinates (Å):
S: -1.9480 0.3977 0.1122
O: -1.9711 1.8662 0.0793
O: -2.9165 -0.4282 -0.4864
O: 1.5904 -1.9068 -0.0007
N: -0.5513 -0.3006 -0.2044
N: 1.6704 -0.6865 0.1285
C: 0.6425 0.1537 0.0123
H: 0.7941 1.2582 0.1939
H: 2.6894 -0.3536 0.1653

Record 5
Entry from the Open Molecules 2025 dataset: an isolated molecule of CH2N2O4 in a non-equilibrium geometry (ωB97M-V with the def2-TZVPD basis set).

The relative energy (zero: lowest compared OMol25 entry of this formula, charge and spin) comes out at 517.8 kJ/mol. For the HOMO-LUMO gap, the calculation gives 0.3672 Eh. The structure (SMILES) is O=C=NOONO.

Cartesian coordinates (Å):
O: -1.0503 -0.5311 -1.0499
O: 0.0241 -1.2982 0.8788
O: 1.7740 1.4038 0.9039
O: -1.4112 0.9815 -0.5515
N: -0.0015 -1.0174 -0.5285
N: -0.2361 1.4842 -0.3043
C: 0.7036 1.3487 0.4408
H: 0.9694 -0.5612 -0.9646
H: -0.7721 -1.8103 1.1752

Record 6
Entry from the Open Molecules 2025 dataset: a structure of composition CH2N2OS in a non-equilibrium geometry (ωB97M-V with the def2-TZVPD basis set).

The relative energy (zero: lowest compared OMol25 entry of this formula, charge and spin) comes out at 229.1 kJ/mol. For the HOMO-LUMO gap, the calculation gives 0.2983 Eh.

Cartesian coordinates (Å):
S: -0.6150 -1.4381 -0.4144
O: -0.5821 1.4362 -0.0211
N: 1.6133 -0.0988 0.4958
N: -1.4655 0.6919 -0.4702
C: 0.7640 -0.8853 0.1116
H: -2.2432 0.3375 0.0892
H: 2.5284 -0.0433 0.2092

Record 7
Entry from the Open Molecules 2025 dataset: an isolated molecule of CH2N2OS in a non-equilibrium geometry (ωB97M-V with the def2-TZVPD basis set).

The relative energy (zero: lowest compared OMol25 entry of this formula, charge and spin) comes out at 395.1 kJ/mol. For the HOMO-LUMO gap (alpha / beta), the calculation gives 0.2560 / 0.3030 Eh.

Cartesian coordinates (Å):
S: 0.6648 -1.1748 1.9523
O: -0.6184 -0.1514 1.7871
N: -0.7757 0.0748 -0.5349
N: -1.1266 0.3277 0.6866
C: 0.3690 0.2304 -1.0392
H: 0.1876 -0.0869 -2.0614
H: 1.2995 0.7801 -0.7905

Record 8
Entry from the Open Molecules 2025 dataset: a cluster of 2 separate species, CH2N2OS in total in a non-equilibrium geometry (ωB97M-V with the def2-TZVPD basis set).

The relative energy (zero: lowest compared OMol25 entry of this formula, charge and spin) comes out at 320.8 kJ/mol. For the HOMO-LUMO gap (alpha / beta), the calculation gives 0.2503 / 0.2583 Eh.

Cartesian coordinates (Å):
S: 1.0134 1.3640 -2.9587
O: -0.8523 -0.9336 1.6927
N: 0.4223 -0.1181 -0.7772
N: -0.2255 0.0987 1.1071
C: 0.8266 0.6528 -1.6187
H: -0.2527 -1.5466 2.1921
H: -0.9320 0.4827 0.3627

Record 9
Entry from the Open Molecules 2025 dataset: a structure of composition CH2N2OS in a non-equilibrium geometry (ωB97M-V with the def2-TZVPD basis set).

The relative energy (zero: lowest compared OMol25 entry of this formula, charge and spin) comes out at 196.1 kJ/mol. For the HOMO-LUMO gap, the calculation gives 0.2836 Eh.

Cartesian coordinates (Å):
S: -0.4285 1.5872 -0.0062
O: -1.9074 -0.1136 0.0275
N: 0.0440 -1.0903 -0.0260
N: -1.1490 -1.0649 0.0002
C: 0.7308 0.2171 -0.0064
H: 1.3386 0.2272 0.8999
H: 1.3714 0.2374 -0.8889

Record 10
Entry from the Open Molecules 2025 dataset: an isolated molecule of CH2N2OS2 in a non-equilibrium geometry (ωB97M-V with the def2-TZVPD basis set).

The relative energy (zero: lowest compared OMol25 entry of this formula, charge and spin) comes out at 565.7 kJ/mol. For the HOMO-LUMO gap (alpha / beta), the calculation gives 0.2817 / 0.2816 Eh.

Cartesian coordinates (Å):
S: 2.0627 0.0774 0.3804
S: -1.2003 0.3421 0.2404
O: -1.6054 1.2143 -0.8603
N: 2.2043 -0.6809 -0.8218
N: 0.3974 0.5998 0.8114
C: -0.8559 -1.3307 -0.1326
H: -1.2989 -1.5965 -1.0546
H: 0.2962 1.3744 1.4371

Record 11
Entry from the Open Molecules 2025 dataset: a cluster of 2 separate species, CH2N2S in total in a non-equilibrium geometry (ωB97M-V with the def2-TZVPD basis set).

The relative energy (zero: lowest compared OMol25 entry of this formula, charge and spin) comes out at 415.4 kJ/mol. For the HOMO-LUMO gap (alpha / beta), the calculation gives 0.2980 / 0.3532 Eh.

Cartesian coordinates (Å):
S: 1.6097 -0.2896 0.0420
N: 0.0751 -0.1128 -0.5162
N: -2.1288 -0.5268 0.3607
C: -1.0689 -0.4398 0.0211
H: 1.5278 -0.8559 1.4255
H: -0.0149 2.2249 -1.3332

Record 12
Entry from the Open Molecules 2025 dataset: a cluster of 2 separate species, CH2N2S2 in total in a non-equilibrium geometry (ωB97M-V with the def2-TZVPD basis set).

As for the spin multiplicity: 3. The relative energy (zero: lowest compared OMol25 entry of this formula, charge and spin) comes out at 8.7 kJ/mol. For the HOMO-LUMO gap (alpha / beta), the calculation gives 0.3318 / 0.2963 Eh.

Cartesian coordinates (Å):
S: -2.0522 0.4458 0.6705
S: -0.3305 -1.8095 -2.0191
N: 1.4672 -0.1817 -0.7739
N: -1.0441 0.7561 1.7751
C: 0.6857 -0.9643 -1.2249
H: 1.6439 0.2564 0.1452
H: -0.3700 1.4971 1.4272

Record 13
Entry from the Open Molecules 2025 dataset: a structure of composition CH2N2S4 in a non-equilibrium geometry (ωB97M-V with the def2-TZVPD basis set).

The relative energy (zero: lowest compared OMol25 entry of this formula, charge and spin) comes out at 135.9 kJ/mol. For the HOMO-LUMO gap, the calculation gives 0.2804 Eh.

Cartesian coordinates (Å):
S: 0.5663 -1.7891 -0.0840
S: -2.4449 1.1624 -0.5288
S: -0.3478 0.2376 1.5104
S: 1.8258 1.0118 -0.2088
N: 1.1096 -0.0832 0.7954
N: -0.8305 -0.9427 -0.6621
C: -1.3101 0.1489 -0.0389
H: -1.1875 -1.1173 -1.6715
H: 2.6191 1.3716 0.8883

Record 14
Entry from the Open Molecules 2025 dataset: the ion CH2N3O3 with charge -1 in a non-equilibrium geometry (ωB97M-V with the def2-TZVPD basis set).

The relative energy (zero: lowest compared OMol25 entry of this formula, charge and spin) comes out at 216.1 kJ/mol. Its total charge is -1. For the HOMO-LUMO gap, the calculation gives 0.3400 Eh. The structure (SMILES) is N/C([O-])=N/[N+](=O)[O-].

Cartesian coordinates (Å):
O: -2.5476 0.5618 -1.0134
O: -2.3356 0.3316 1.0978
O: 0.5604 -0.4964 1.5528
N: -1.8212 0.4094 -0.0169
N: -0.3810 0.1852 -0.4799
N: 1.8280 -0.0698 -0.3083
C: 0.5430 -0.1685 0.3848
H: 2.4049 -0.7320 0.0889
H: 1.7491 -0.0213 -1.3058

Record 15
Entry from the Open Molecules 2025 dataset: the ion CH2N3O3 with charge -1 in a non-equilibrium geometry (ωB97M-V with the def2-TZVPD basis set).

The relative energy (zero: lowest compared OMol25 entry of this formula, charge and spin) comes out at 715.5 kJ/mol. Its total charge is -1. For the HOMO-LUMO gap (alpha / beta), the calculation gives 0.2225 / 0.2226 Eh. The structure (SMILES) is [O-]Nc1non1O.

Cartesian coordinates (Å):
O: -0.9648 0.8289 0.4204
O: 0.6859 2.3313 -0.0943
O: 3.0942 -1.2917 0.0573
N: 1.8792 -0.7436 0.0934
N: 2.0376 1.7374 0.1830
N: 0.2419 1.0233 -0.3455
C: 1.5316 0.5405 -0.0436
H: -0.8778 0.9444 1.4755
H: 1.1177 -1.3254 -0.0858

Record 16
Entry from the Open Molecules 2025 dataset: a cluster of 2 separate species, CH2N3O5 in total in a non-equilibrium geometry (ωB97M-V with the def2-TZVPD basis set).

As for the spin multiplicity: 3. The relative energy (zero: lowest compared OMol25 entry of this formula, charge and spin) comes out at 0.0 kJ/mol. Its total charge is -1. For the HOMO-LUMO gap (alpha / beta), the calculation gives 0.2819 / 0.2313 Eh.

Cartesian coordinates (Å):
O: 1.6569 -2.1912 0.1646
O: -0.5822 2.0586 -1.0969
O: -1.4760 3.2569 0.4428
O: -0.9733 1.2909 0.9172
O: -0.2048 -3.0034 1.1797
N: 0.5348 -0.3659 -0.6258
N: -1.0113 2.1980 0.0754
N: -0.3157 -0.8922 0.0612
C: 0.4862 -2.2608 0.5929
H: 0.3051 0.5651 -1.0870
H: 1.5804 -0.6559 -0.6241

Record 17
Entry from the Open Molecules 2025 dataset: an isolated molecule of CH2N4O in a non-equilibrium geometry (ωB97M-V with the def2-TZVPD basis set).

The relative energy (zero: lowest compared OMol25 entry of this formula, charge and spin) comes out at 403.2 kJ/mol. For the HOMO-LUMO gap, the calculation gives 0.3593 Eh. The structure (SMILES) is [H]/N=c1/nn[nH]o1.

Cartesian coordinates (Å):
O: 0.0049 -0.8879 0.0247
N: 1.3831 0.8877 -0.0442
N: -1.9528 0.3521 -0.1880
N: 1.3620 -0.5137 -0.3870
N: 0.2317 1.2557 -0.0647
C: -0.6464 0.1310 -0.0626
H: 1.8616 -0.6580 0.6685
H: -2.2442 -0.5670 0.0533

Record 18
Entry from the Open Molecules 2025 dataset: an isolated molecule of CH2N4O (ωB97M-V with the def2-TZVPD basis set).

The relative energy (zero: lowest compared OMol25 entry of this formula, charge and spin) comes out at 319.8 kJ/mol. For the HOMO-LUMO gap, the calculation gives 0.2999 Eh.

Cartesian coordinates (Å):
O: -1.7950 -0.1390 -0.4405
N: -1.5647 -0.0412 0.8278
N: -0.2910 0.0494 0.9166
N: 1.6460 0.0854 -0.3157
N: -0.6598 -0.1158 -1.2215
C: 0.3735 0.0076 -0.3315
H: 0.2114 0.1230 1.7912
H: 2.0796 0.0307 -1.2264

Record 19
Entry from the Open Molecules 2025 dataset: an isolated molecule of CH2N4O in a non-equilibrium geometry (ωB97M-V with the def2-TZVPD basis set).

The relative energy (zero: lowest compared OMol25 entry of this formula, charge and spin) comes out at 390.1 kJ/mol. For the HOMO-LUMO gap, the calculation gives 0.3800 Eh. The structure (SMILES) is [H]/N=c1/nno[nH]1.

Cartesian coordinates (Å):
O: 1.6173 0.4851 -0.0894
N: -1.5897 -0.5164 0.0077
N: 0.1956 0.8059 0.1861
N: 0.6989 -1.4751 0.0522
N: 1.7123 -0.8326 0.0590
C: -0.3665 -0.3309 -0.0885
H: 0.0295 1.6980 -0.0822
H: -2.2974 0.1659 -0.0449

Record 20
Entry from the Open Molecules 2025 dataset: an isolated molecule of CH2N4O2 in a non-equilibrium geometry (ωB97M-V with the def2-TZVPD basis set).

The relative energy (zero: lowest compared OMol25 entry of this formula, charge and spin) comes out at 572.0 kJ/mol. For the HOMO-LUMO gap, the calculation gives 0.3145 Eh. The structure (SMILES) is NN=C=N[N+](=O)[O-].

Cartesian coordinates (Å):
O: -3.0844 0.9549 0.5736
O: -3.0844 -1.0406 -0.2709
N: 2.4966 -0.1153 0.2212
N: 1.3101 -0.0951 -0.4637
N: -2.6303 -0.0192 0.0978
N: -1.1074 0.1019 -0.0847
C: 0.1110 -0.0460 -0.1762
H: 2.7992 0.8246 0.4767
H: 3.1896 -0.5652 -0.3738